No. 1
{
  "formula": "C32H41CeN5S",
  "method": "wB97M-V/def2-TZVPD",
  "elements": ["Ce", "N", "N", "C", "C", "C", "C", "H", "H", "H", "C", "C", "H", "H", "H", "C", "C", "H", "H", "H", "C", "H", "H", "H", "C", "H", "H", "H", "C", "H", "C", "H", "C", "H", "C", "H", "C", "C", "H", "C", "C", "H", "C", "H", "N", "C", "C", "C", "H", "C", "C", "H", "H", "H", "C", "H", "C", "C", "H", "H", "H", "C", "H", "H", "H", "S", "C", "N", "C", "C", "C", "N", "H", "H", "H", "H", "H", "H", "H", "H"],
  "positions_angstrom": [[0.36, 0.08, -0.01], [-3.09, -2.86, 0.18], [-0.69, -1.86, -1.60], [2.67, 0.97, -0.84], [2.92, -0.31, -0.22], [2.63, -0.19, 1.19], [2.54, -1.31, 2.17], [3.53, -1.72, 2.40], [1.94, -2.15, 1.78], [2.06, -1.00, 3.12], [2.27, 1.18, 1.44], [1.89, 1.76, 2.76], [2.68, 2.42, 3.14], [1.70, 0.98, 3.51], [0.97, 2.36, 2.68], [2.25, 1.88, 0.19], [1.72, 3.25, -0.01], [0.65, 3.30, 0.23], [1.87, 3.58, -1.05], [2.23, 3.96, 0.65], [3.30, -1.56, -0.93], [4.03, -2.16, -0.35], [3.75, -1.33, -1.91], [2.43, -2.21, -1.13], [2.68, 1.28, -2.30], [1.65, 1.40, -2.69], [3.17, 0.50, -2.89], [3.20, 2.22, -2.50], [-4.01, -2.67, 1.15], [-5.06, -2.63, 0.86], [-3.67, -2.54, 2.51], [-4.41, -2.20, 3.23], [-2.38, -2.93, 2.90], [-2.14, -3.14, 3.95], [-1.43, -3.12, 1.91], [-0.42, -3.51, 2.08], [-1.78, -2.75, 0.57], [-0.64, -2.22, -0.21], [0.29, -2.76, 0.02], [-0.67, -0.54, -2.03], [-0.64, -2.71, -2.71], [-0.60, -3.78, -2.60], [-0.63, -1.94, -3.81], [-0.59, -2.23, -4.84], [-0.75, -0.62, -3.39], [-0.96, 0.55, -4.17], [-0.04, 0.89, -5.17], [-0.09, 2.20, -5.68], [0.61, 2.49, -6.47], [-1.01, 3.13, -5.19], [-1.04, 4.55, -5.69], [-0.80, 5.27, -4.90], [-2.04, 4.80, -6.06], [-0.32, 4.67, -6.51], [-1.94, 2.74, -4.24], [-2.70, 3.43, -3.89], [-1.93, 1.45, -3.71], [-2.97, 1.08, -2.70], [-3.61, 0.25, -3.04], [-3.61, 1.95, -2.57], [-2.55, 0.83, -1.71], [1.02, -0.06, -5.63], [0.61, -0.99, -6.03], [1.73, -0.32, -4.83], [1.60, 0.42, -6.42], [-1.20, 1.47, 1.17], [0.58, -0.44, 4.82], [0.46, 0.45, 5.78], [-0.45, 0.31, 6.95], [-0.82, -1.14, 7.17], [-1.10, -1.89, 5.89], [-0.09, -1.58, 4.87], [0.98, 1.32, 5.65], [-1.33, 0.92, 6.78], [0.08, 0.72, 7.81], [-1.71, -1.19, 7.82], [-0.01, -1.65, 7.70], [-2.09, -1.63, 5.50], [-1.10, -2.97, 6.05], [0.03, -2.19, 4.06]],
  "multiplicity": 2,
  "e_lumo_ha": [0.0939, 0.0939],
  "total_energy_ev": -65062.22727,
  "charge": -1,
  "gap_ev": [5.40, 5.69],
  "e_homo_ev": [-2.85, -3.13]
}

No. 2
{
  "formula": "C15H19N7O",
  "method": "wB97M-V/def2-TZVPD",
  "elements": ["C", "C", "H", "H", "O", "C", "N", "C", "C", "C", "N", "C", "N", "C", "C", "N", "H", "C", "C", "H", "H", "H", "H", "H", "H", "H", "H", "C", "C", "N", "C", "C", "H", "N", "H", "H", "N", "H", "H", "H", "H", "H"],
  "positions_angstrom": [[1.25, 5.78, -0.71], [2.45, 4.96, -0.24], [3.10, 5.56, 0.39], [3.00, 4.58, -1.11], [2.06, 3.87, 0.58], [1.53, 2.79, -0.02], [1.45, 2.78, -1.36], [0.91, 1.73, -1.96], [0.37, 0.64, -1.24], [-0.35, -0.45, -1.81], [-0.73, -1.50, -1.11], [-0.48, -1.59, 0.21], [-0.90, -2.74, 0.79], [-1.00, -2.94, 2.22], [-2.11, -3.98, 2.51], [-3.22, -3.84, 1.60], [-3.57, -2.89, 1.65], [-2.82, -4.16, 0.23], [-1.33, -3.86, -0.02], [-1.16, -3.61, -1.07], [-0.72, -4.73, 0.25], [-3.00, -5.23, 0.06], [-3.45, -3.60, -0.46], [-2.46, -3.86, 3.53], [-1.72, -5.00, 2.41], [-0.05, -3.26, 2.64], [-1.29, -2.00, 2.68], [0.13, -0.53, 0.91], [0.44, -0.54, 2.27], [0.76, -0.49, 3.38], [0.55, 0.62, 0.17], [1.14, 1.73, 0.77], [1.30, 1.77, 1.84], [-0.69, -0.48, -3.14], [-0.89, 0.40, -3.57], [-1.33, -1.23, -3.37], [0.89, 1.80, -3.33], [1.07, 0.93, -3.81], [1.42, 2.58, -3.68], [0.67, 6.12, 0.14], [1.60, 6.65, -1.27], [0.61, 5.18, -1.35]],
  "multiplicity": 1,
  "e_lumo_ha": 0.0206,
  "total_energy_ev": -28342.60081,
  "gap_ev": 8.26,
  "e_above_lowest_ev": 0.0000,
  "e_homo_ev": -7.70
}

No. 3
{
  "formula": "C21H50ClN5O3",
  "method": "wB97M-V/def2-TZVPD",
  "elements": ["C", "C", "C", "C", "C", "C", "C", "C", "N", "O", "C", "Cl", "C", "N", "C", "C", "C", "N", "H", "H", "H", "H", "H", "H", "H", "H", "H", "H", "H", "H", "H", "H", "H", "H", "H", "H", "H", "H", "H", "H", "H", "H", "H", "H", "H", "H", "C", "C", "C", "O", "C", "N", "H", "H", "H", "H", "H", "H", "H", "H", "H", "H", "H", "C", "C", "C", "O", "C", "N", "H", "H", "H", "H", "H", "H", "H", "H", "H", "H", "H"],
  "positions_angstrom": [[-5.48, 0.18, -0.25], [-5.39, -0.50, -1.63], [-3.99, -0.44, -2.24], [-2.97, -1.32, -1.52], [-1.55, -1.06, -2.00], [-0.49, -1.96, -1.38], [-0.51, -2.05, 0.14], [-0.34, -0.70, 0.85], [1.07, -0.38, 1.04], [-1.06, -0.81, 2.08], [-1.65, 0.30, 2.66], [-0.41, 1.50, 3.26], [-2.60, 1.02, 1.67], [-2.11, 2.17, 0.93], [-2.39, -0.20, 3.92], [-3.59, -1.09, 3.65], [-3.38, -2.50, 3.12], [-4.80, -0.72, 3.87], [-6.41, 0.74, -0.14], [-4.66, 0.91, -0.12], [-5.44, -0.54, 0.57], [-6.09, 0.01, -2.31], [-5.71, -1.54, -1.57], [-3.63, 0.60, -2.24], [-4.03, -0.78, -3.28], [-3.23, -2.37, -1.71], [-3.04, -1.18, -0.43], [-1.31, 0.00, -1.82], [-1.53, -1.20, -3.09], [-0.62, -2.97, -1.78], [0.51, -1.64, -1.71], [-1.40, -2.57, 0.51], [0.35, -2.67, 0.44], [-0.76, 0.08, 0.21], [1.30, -0.46, 2.03], [1.24, 0.58, 0.77], [-3.50, 1.34, 2.22], [-2.93, 0.24, 0.97], [-2.24, 3.04, 1.42], [-1.16, 2.07, 0.63], [-1.66, -0.70, 4.56], [-2.75, 0.69, 4.44], [-2.37, -2.66, 2.75], [-4.09, -2.68, 2.30], [-3.60, -3.22, 3.90], [-4.83, 0.22, 4.27], [6.08, -0.70, -0.52], [4.93, -1.07, 0.41], [5.26, -2.23, 1.37], [5.24, -3.51, 0.77], [6.43, -3.88, 0.10], [3.72, -1.31, -0.37], [6.18, -1.41, -1.34], [5.90, 0.28, -0.96], [7.03, -0.66, 0.02], [4.74, -0.20, 1.05], [4.48, -2.26, 2.14], [6.22, -2.06, 1.87], [7.31, -3.49, 0.62], [6.45, -3.55, -0.93], [6.48, -4.97, 0.11], [2.93, -1.43, 0.25], [3.84, -2.20, -0.84], [2.19, 4.71, -2.67], [0.85, 4.56, -1.97], [0.83, 3.47, -0.90], [0.76, 2.14, -1.39], [2.00, 1.58, -1.78], [-0.20, 4.39, -2.97], [2.35, 3.92, -3.41], [2.23, 5.66, -3.21], [3.02, 4.69, -1.96], [0.65, 5.50, -1.44], [-0.07, 3.60, -0.30], [1.69, 3.56, -0.22], [2.81, 1.92, -1.13], [2.25, 1.81, -2.81], [1.92, 0.50, -1.68], [-1.11, 4.41, -2.52], [-0.12, 3.45, -3.36]],
  "multiplicity": 1,
  "e_lumo_ha": 0.0195,
  "total_energy_ev": -48702.80091,
  "gap_ev": 9.62,
  "e_homo_ev": -9.09
}

No. 4
{
  "formula": "C12H35F2O14P4S",
  "method": "wB97M-V/def2-TZVPD",
  "elements": ["C", "C", "C", "F", "S", "F", "P", "O", "O", "H", "H", "H", "H", "H", "H", "H", "H", "C", "O", "P", "O", "O", "C", "O", "C", "H", "H", "H", "H", "H", "H", "H", "H", "H", "C", "O", "P", "O", "O", "C", "O", "C", "H", "H", "H", "H", "H", "H", "H", "H", "H", "C", "O", "P", "O", "O", "C", "O", "C", "H", "H", "H", "H", "H", "H", "H", "H", "H"],
  "positions_angstrom": [[8.44, 2.20, 0.62], [8.27, 3.71, 0.40], [6.88, 4.11, -0.06], [6.72, 3.79, -1.38], [5.60, 3.40, 1.00], [4.52, 4.52, 1.11], [4.40, 1.74, 0.09], [4.44, 1.78, -1.49], [4.95, 0.33, 0.64], [9.51, 2.01, 0.70], [8.12, 1.66, -0.28], [7.96, 1.84, 1.52], [8.57, 4.26, 1.29], [8.94, 4.02, -0.40], [6.80, 5.20, 0.04], [4.37, 2.69, -1.83], [5.71, 0.46, 1.23], [1.37, 0.10, -0.83], [0.29, -0.50, -1.52], [-0.84, 0.52, -2.17], [0.06, 1.59, -2.68], [-1.51, 0.89, -0.74], [-1.73, -0.13, 0.26], [-2.22, 0.92, -2.94], [-2.22, 0.86, -4.39], [1.80, -0.66, -0.17], [2.13, 0.42, -1.54], [1.05, 0.95, -0.23], [-0.97, -0.04, 1.03], [-1.69, -1.13, -0.17], [-2.71, 0.03, 0.70], [-1.88, -0.11, -4.74], [-1.59, 1.64, -4.79], [-3.24, 1.01, -4.72], [-1.86, -6.55, -1.77], [-1.22, -5.54, -0.99], [0.40, -5.42, -1.18], [0.60, -5.59, -2.64], [0.75, -6.76, -0.33], [0.00, -7.11, 0.84], [1.82, -4.74, -0.71], [2.13, -3.45, -1.26], [-2.82, -6.76, -1.29], [-2.05, -6.19, -2.78], [-1.27, -7.46, -1.81], [-0.69, -7.92, 0.59], [-0.57, -6.27, 1.24], [0.69, -7.46, 1.60], [1.30, -2.76, -1.11], [2.35, -3.53, -2.32], [3.01, -3.06, -0.75], [-8.14, 3.41, 3.09], [-6.75, 3.62, 2.83], [-6.01, 2.47, 1.94], [-7.01, 2.13, 0.90], [-5.95, 1.37, 3.14], [-5.71, 1.77, 4.49], [-4.62, 1.87, 1.31], [-4.15, 2.45, 0.07], [-8.39, 4.02, 3.96], [-8.74, 3.74, 2.25], [-8.35, 2.36, 3.31], [-6.65, 1.76, 5.05], [-5.27, 2.77, 4.56], [-5.02, 1.06, 4.94], [-4.09, 3.53, 0.15], [-4.82, 2.17, -0.74], [-3.16, 2.04, -0.12]],
  "multiplicity": 1,
  "e_lumo_ha": -0.1923,
  "total_energy_ev": -95093.50266,
  "charge": 1,
  "gap_ev": 6.03,
  "e_homo_ev": -11.26
}

No. 5
{
  "formula": "C4H8BrNO4",
  "method": "wB97M-V/def2-TZVPD",
  "elements": ["C", "C", "C", "C", "N", "O", "O", "O", "O", "Br", "H", "H", "H", "H", "H", "H", "H", "H"],
  "positions_angstrom": [[-0.68, 2.92, 0.25], [-0.09, 1.56, 0.04], [1.83, -2.69, 0.63], [-1.07, 0.46, -0.06], [-0.72, -0.61, -0.71], [-1.57, -1.75, -0.66], [0.34, -0.84, -1.32], [2.52, -1.81, -0.08], [0.68, -3.00, 0.40], [-2.74, 0.53, 0.80], [-1.47, 3.19, -0.45], [-1.22, 2.89, 1.24], [0.06, 3.70, 0.15], [0.52, 1.45, -0.85], [0.45, 1.16, 0.86], [2.24, -2.93, 1.71], [1.98, -1.74, -0.93], [-1.07, -2.49, -1.03]],
  "multiplicity": 3,
  "e_lumo_ha": [0.0238, -0.0674],
  "total_energy_ev": -83993.32690,
  "gap_ev": [6.45, 8.84],
  "e_homo_ev": [-5.80, -10.67]
}

No. 6
{
  "formula": "C38H45N4O4RhS5SbTe",
  "method": "wB97M-V/def2-TZVPD",
  "elements": ["Rh", "S", "C", "C", "C", "C", "Sb", "C", "C", "C", "C", "C", "C", "H", "H", "H", "H", "H", "H", "H", "H", "H", "H", "H", "H", "H", "H", "H", "H", "H", "H", "H", "H", "H", "Te", "C", "C", "C", "C", "S", "H", "H", "H", "S", "C", "S", "C", "N", "N", "C", "C", "C", "C", "C", "C", "S", "H", "H", "H", "H", "H", "O", "C", "O", "C", "C", "C", "C", "C", "C", "N", "O", "O", "H", "H", "H", "H", "C", "N", "C", "C", "C", "C", "C", "C", "C", "C", "H", "H", "H", "H", "H", "H", "H", "H", "H", "H", "H", "H"],
  "positions_angstrom": [[0.00, 0.10, 0.42], [-2.22, -1.11, 2.40], [-1.26, -1.21, 1.04], [-4.67, 2.03, -0.17], [-3.60, 2.76, 0.64], [-3.73, 2.43, 2.12], [-1.61, 2.25, -0.04], [-1.59, 3.11, -2.04], [-2.15, 2.13, -3.06], [-2.26, 4.47, -2.16], [-0.52, 3.79, 1.03], [0.08, 3.19, 2.30], [-1.28, 5.07, 1.35], [-5.67, 2.33, 0.16], [-4.58, 0.95, -0.05], [-4.59, 2.25, -1.24], [-3.70, 3.84, 0.49], [-3.55, 1.37, 2.31], [-4.74, 2.67, 2.48], [-3.02, 2.99, 2.73], [-0.51, 3.23, -2.23], [-3.23, 2.01, -2.95], [-1.69, 1.14, -2.98], [-1.96, 2.49, -4.08], [-3.33, 4.41, -1.91], [-2.19, 4.83, -3.19], [-1.81, 5.22, -1.52], [0.31, 4.02, 0.35], [-0.69, 2.87, 3.01], [0.72, 3.92, 2.81], [0.70, 2.32, 2.07], [-2.14, 4.88, 2.01], [-1.65, 5.58, 0.46], [-0.62, 5.77, 1.88], [3.70, 3.40, 0.84], [5.16, 4.33, -0.35], [6.13, 5.17, 0.12], [7.02, 5.62, -0.90], [6.70, 5.12, -2.12], [5.33, 4.10, -2.04], [6.21, 5.46, 1.16], [7.86, 6.29, -0.72], [7.20, 5.30, -3.06], [-4.57, -6.41, 2.94], [-3.64, -5.55, 1.85], [-3.23, -3.88, 2.15], [-2.28, -3.87, 0.69], [-2.28, -4.99, 0.06], [-3.05, -5.93, 0.70], [-3.08, -7.21, 0.07], [-2.04, -7.54, -0.79], [-2.04, -8.77, -1.43], [-3.06, -9.68, -1.21], [-4.10, -9.34, -0.36], [-4.12, -8.11, 0.28], [-1.30, -2.58, -0.03], [-1.24, -6.83, -0.96], [-1.22, -9.02, -2.09], [-3.06, -10.64, -1.71], [-4.92, -10.03, -0.19], [-4.93, -7.85, 0.94], [2.74, 2.78, -1.56], [1.90, 1.86, -1.41], [1.34, 1.64, -0.31], [1.54, 1.07, -2.64], [0.62, 0.01, -2.65], [0.32, -0.68, -3.82], [0.94, -0.31, -5.01], [1.85, 0.75, -5.03], [2.14, 1.41, -3.85], [0.63, -0.99, -6.22], [1.18, -0.62, -7.28], [-0.20, -1.92, -6.19], [0.07, -0.29, -1.75], [-0.39, -1.49, -3.82], [2.31, 1.03, -5.97], [2.84, 2.23, -3.84], [3.02, 0.75, 3.88], [2.17, -0.32, 4.39], [1.45, 0.13, 5.56], [1.24, -0.78, 3.36], [1.92, -1.45, 2.19], [2.97, -2.34, 2.46], [3.66, -2.95, 1.43], [3.31, -2.68, 0.12], [2.26, -1.81, -0.15], [1.53, -1.18, 0.87], [3.75, 1.04, 4.64], [2.43, 1.64, 3.60], [3.56, 0.41, 2.99], [2.15, 0.46, 6.33], [0.85, -0.69, 5.96], [0.77, 0.97, 5.33], [0.63, 0.05, 2.99], [0.54, -1.47, 3.84], [3.25, -2.51, 3.49], [4.48, -3.64, 1.66], [3.85, -3.14, -0.70], [2.01, -1.61, -1.18]],
  "multiplicity": 2,
  "e_lumo_ha": [0.1094, 0.1093],
  "total_energy_ev": -125299.14861,
  "charge": -2,
  "gap_ev": [4.46, 4.46],
  "e_above_lowest_ev": 1.1798,
  "e_homo_ev": [-1.49, -1.49]
}